Entry 1:
Below is CH4N3P in the gas phase, with properties calculated with ωB97M-V with the def2-TZVPD basis set.

Computed properties:
* HOMO level: -9.2 eV
* LUMO: 1.11 eV
* structure (SMILES): C1N=NNP1
* total energy: -14859.0077 eV
* F_max: 2.80 eV Å⁻¹

XYZ file:
```
9
Properties=species:S:1:pos:R:3:nbo_charge:R:1
C 0.04 0.94 -0.34 -0.62
N 1.58 0.63 -0.09 -0.17
N 1.82 -0.55 -0.02 0.04
N 0.80 -1.40 -0.08 -0.72
P -0.81 -0.70 -0.20 0.66
H -0.29 1.68 0.38 0.24
H 0.00 1.36 -1.34 0.23
H 1.01 -2.38 -0.18 0.41
H -1.01 -0.62 1.20 -0.07
```


Entry 2:
Below is C27H28BN10Ru as an isolated structure, with properties calculated with ωB97M-V with the def2-TZVPD basis set.

Computed properties:
* HOMO level (spin up / spin down): -14.5 / -14.4 eV
* LUMO (spin up / spin down): -5.32 / -7.11 eV
* charge: +2
* 2S+1: 2
* total energy: -46602.7564 eV
* F_max: 0.65 eV Å⁻¹
* expectation value of S²: 0.754

XYZ file:
```
67
Properties=species:S:1:pos:R:3:nbo_charge:R:1
Ru -0.36 0.20 0.05 1.02
C 1.63 0.24 2.46 -0.25
N 1.52 -0.46 1.17 -0.41
C 2.67 0.06 0.33 -0.28
C 2.34 0.42 -1.10 0.25
C 3.36 0.58 -2.02 -0.23
C 3.05 0.83 -3.35 -0.11
C 1.71 0.87 -3.72 -0.23
C 0.75 0.71 -2.75 0.05
N 1.06 0.53 -1.46 -0.43
C 1.70 -1.91 1.46 -0.25
C 1.88 -2.69 0.19 0.19
C 2.73 -3.79 0.11 -0.23
C 2.95 -4.36 -1.13 -0.12
C 2.35 -3.80 -2.25 -0.24
C 1.51 -2.71 -2.06 0.04
N 1.24 -2.19 -0.86 -0.49
C 1.12 1.63 2.35 0.21
C 1.48 2.58 3.29 -0.23
C 0.88 3.83 3.26 -0.10
C -0.08 4.06 2.29 -0.22
C -0.37 3.07 1.37 0.06
N 0.24 1.87 1.36 -0.43
H 2.66 0.23 2.82 0.23
H 1.05 -0.28 3.22 0.24
H 3.46 -0.69 0.32 0.24
H 3.08 0.94 0.81 0.24
H 4.39 0.50 -1.70 0.25
H 3.84 0.96 -4.08 0.25
H 1.42 1.01 -4.75 0.25
H -0.30 0.72 -2.99 0.23
H 0.82 -2.25 2.02 0.24
H 2.58 -2.04 2.09 0.21
H 3.21 -4.17 1.00 0.24
H 3.60 -5.22 -1.23 0.25
H 2.53 -4.18 -3.24 0.25
H 1.02 -2.25 -2.91 0.21
H 2.21 2.33 4.04 0.25
H 1.14 4.59 3.99 0.25
H -0.61 5.00 2.24 0.25
H -1.12 3.25 0.62 0.23
C -2.41 3.34 -1.84 -0.31
C -1.26 2.64 -1.56 -0.02
N -1.56 1.57 -0.80 -0.26
N -2.89 1.58 -0.60 -0.29
C -3.43 2.62 -1.22 0.05
B -3.54 0.32 0.00 0.52
N -3.01 0.11 1.43 -0.30
C -3.71 -0.12 2.55 0.03
C -2.84 -0.58 3.52 -0.31
C -1.60 -0.60 2.88 -0.02
N -1.71 -0.17 1.63 -0.28
N -3.03 -0.86 -0.84 -0.32
C -3.78 -1.83 -1.38 0.03
C -2.93 -2.80 -1.88 -0.32
C -1.66 -2.34 -1.59 0.00
N -1.71 -1.15 -0.97 -0.29
H -2.51 4.25 -2.42 0.26
H -0.24 2.86 -1.81 0.24
H -4.50 2.79 -1.20 0.25
H -4.73 0.40 -0.02 0.00
H -4.77 0.04 2.58 0.25
H -3.06 -0.86 4.53 0.26
H -0.66 -0.92 3.29 0.20
H -4.85 -1.77 -1.37 0.25
H -3.19 -3.72 -2.38 0.26
H -0.73 -2.83 -1.80 0.23
```


Entry 3:
Below is a 3-piece molecular cluster, C21H43N2O4P overall, with properties calculated with ωB97M-V with the def2-TZVPD basis set.

Computed properties:
* HOMO level: -7.9 eV
* LUMO: 0.63 eV
* structure (SMILES): C#C[C@@]1(P(CC)CC)CC(=O)N[C@H]1C[C@@H](O)CN.CCOCC.CCOCC
* total energy: -42927.5979 eV
* F_max: 3.14 eV Å⁻¹

XYZ file:
```
71
Properties=species:S:1:pos:R:3:mulliken_charge:R:1
C -2.20 2.22 -1.19 -0.08
C -1.56 1.20 -0.98 -1.48
C -0.84 -0.18 -0.62 1.26
P 0.07 0.19 0.99 0.38
C 0.40 2.02 1.24 -0.56
C 1.85 2.22 1.92 -0.94
C -0.73 -0.62 2.49 -0.51
C 0.30 -1.73 3.03 -1.23
C -2.08 -1.18 -0.64 -0.63
C -2.23 -1.30 -2.25 0.19
O -3.18 -1.74 -2.87 -0.57
N -0.99 -0.82 -2.91 -0.41
C 0.01 -0.86 -1.80 -0.38
C 1.48 -0.38 -2.06 -0.73
C 2.57 -0.94 -1.04 1.04
O 2.23 -2.20 -0.43 -0.61
C 4.03 -1.10 -1.67 -0.70
N 4.86 -1.91 -0.71 -0.71
H -3.10 2.89 -1.26 0.37
H -0.37 2.53 1.90 0.41
H 0.45 2.62 0.27 0.33
H 2.25 3.27 1.80 0.35
H 2.59 1.51 1.45 0.18
H 1.75 1.99 3.02 0.26
H -1.73 -1.05 2.20 0.29
H -0.81 0.16 3.31 0.44
H 1.33 -1.44 2.62 0.46
H 0.40 -1.73 4.15 0.34
H 0.09 -2.77 2.63 0.24
H -1.74 -2.18 -0.22 0.35
H -3.00 -0.94 -0.05 0.42
H -1.07 0.08 -3.39 0.26
H -0.04 -1.97 -1.51 0.49
H 1.47 0.75 -1.93 0.31
H 1.82 -0.57 -3.12 0.32
H 2.64 -0.19 -0.18 -0.53
H 1.45 -2.11 0.15 0.21
H 4.50 -0.08 -1.76 0.25
H 3.99 -1.68 -2.64 0.39
H 4.69 -2.91 -0.84 0.28
H 4.67 -1.63 0.25 0.28
C 3.21 3.01 -6.88 -1.16
C 2.65 1.88 -6.04 -0.27
O 1.70 2.30 -5.08 -0.39
C 0.54 2.95 -5.57 -0.39
C -0.28 2.09 -6.51 -1.01
H 3.68 3.76 -6.24 0.31
H 3.96 2.63 -7.58 0.39
H 2.44 3.51 -7.46 0.27
H 3.46 1.41 -5.49 0.31
H 2.21 1.10 -6.68 0.34
H 0.81 3.90 -6.04 0.34
H -0.07 3.20 -4.70 0.36
H 0.28 1.81 -7.41 0.28
H -1.18 2.62 -6.83 0.41
H -0.59 1.16 -6.02 0.22
C -2.99 -1.62 8.32 -1.01
C -3.25 -0.59 7.24 -0.36
O -2.46 -0.78 6.07 -0.36
C -2.64 -2.02 5.39 0.19
C -4.06 -2.25 4.91 -1.23
H -1.93 -1.62 8.60 0.29
H -3.59 -1.40 9.21 0.39
H -3.24 -2.63 7.99 0.26
H -2.99 0.40 7.62 0.33
H -4.31 -0.54 6.98 0.30
H -2.30 -2.85 6.02 0.28
H -1.97 -1.99 4.53 -0.15
H -4.77 -2.29 5.74 0.34
H -4.13 -3.19 4.36 0.39
H -4.38 -1.44 4.25 0.31
```


Entry 4:
Below is C4H12N2O in the gas phase, with properties calculated with ωB97M-V with the def2-TZVPD basis set.

Computed properties:
* HOMO level: -9.3 eV
* LUMO: 0.85 eV
* structure (SMILES): NC[C@@H](N)CCO
* total energy: -9369.4606 eV
* F_max: 2.48 eV Å⁻¹

XYZ file:
```
19
Properties=species:S:1:pos:R:3:nbo_charge:R:1
N -0.22 0.22 2.10 -0.84
C 0.05 0.32 0.60 -0.06
C 1.21 -0.67 0.32 -0.42
C 1.47 -0.69 -1.22 -0.08
O 1.52 0.54 -1.97 -0.72
C -1.19 -0.06 -0.24 -0.25
N -2.44 0.51 0.27 -0.83
H -0.15 1.19 2.40 0.35
H -1.22 -0.03 2.11 0.37
H 0.45 1.31 0.36 0.17
H 2.13 -0.33 0.82 0.20
H 0.98 -1.71 0.57 0.22
H 2.50 -1.06 -1.31 0.17
H 0.74 -1.34 -1.68 0.17
H 1.96 1.14 -1.35 0.46
H -0.96 0.21 -1.28 0.19
H -1.25 -1.15 -0.20 0.18
H -2.37 1.47 -0.07 0.35
H -3.22 0.12 -0.23 0.36
```


Entry 5:
Below is F2HNO4S2 as an isolated structure, with properties calculated with ωB97M-V with the def2-TZVPD basis set.

Computed properties:
* HOMO level: -11.7 eV
* LUMO: 0.16 eV
* total energy: -36798.7077 eV
* F_max: 3.89 eV Å⁻¹

XYZ file:
```
10
Properties=species:S:1:pos:R:3:nbo_charge:R:1
N -1.33 -0.31 0.81 -1.13
O -0.39 2.14 0.30 -0.84
O 0.05 0.08 -1.10 -0.84
O 1.45 -0.16 0.91 -0.88
O 2.36 -0.74 -1.31 -0.84
F -2.06 1.24 -0.98 -0.48
F 0.80 -2.16 -0.19 -0.46
S -0.84 0.83 0.02 2.42
S 1.34 -0.64 -0.38 2.60
H -1.39 -0.29 1.92 0.45
```


Entry 6:
Below is C6H9N2P in the gas phase, with properties calculated with ωB97M-V with the def2-TZVPD basis set.

Computed properties:
* HOMO level: -8.7 eV
* LUMO: 0.68 eV
* structure (SMILES): Cc1n[nH]pc1C1CC1
* total energy: -18634.9007 eV
* F_max: 4.58 eV Å⁻¹

XYZ file:
```
18
Properties=species:S:1:pos:R:3:nbo_charge:R:1
C 0.56 -0.39 0.41 -0.43
C 0.13 0.71 1.20 0.12
C 0.12 -1.51 -1.94 -0.39
C -0.81 -0.43 -1.79 -0.40
C 0.53 -0.38 -1.05 -0.27
C -0.34 2.00 0.67 -0.64
N 0.12 0.61 2.48 -0.25
N 0.49 -0.67 2.84 -0.65
P 0.93 -1.68 1.60 0.76
H -0.12 -2.52 -1.42 0.21
H 0.75 -1.62 -2.81 0.22
H -0.97 0.22 -2.55 0.21
H -1.58 -0.66 -1.15 0.21
H 1.22 0.23 -1.57 0.22
H 0.15 2.05 -0.35 0.21
H -0.12 2.98 1.27 0.24
H -1.40 1.92 0.41 0.23
H 0.34 -0.86 3.76 0.40
```